<one>
Here is a 3-piece molecular cluster, C4H15N2O2 overall from OMol25. Energies are from ωB97M-V with the def2-TZVPD basis set.

Its charge is +2. The spin multiplicity is 2. The calculation puts the gap between HOMO and LUMO (alpha / beta) at 2.013 / 4.958 eV.

Last column: Mulliken spin population.
Element x y z (Å)
H: -2.294 1.818 0.212  -0.008
H: 6.171 1.092 -0.810  0.006
N: -1.140 0.637 1.645  0.067
O: 5.580 0.476 -0.302  -0.204
N: 0.656 0.660 -0.365  0.780
C: -1.226 -0.180 -1.641  0.030
O: 0.512 -1.312 2.007  0.207
H: 0.621 -1.974 2.640  -0.007
H: -1.278 1.259 2.455  0.001
H: 0.108 0.640 0.481  -0.005
H: -2.050 -1.335 0.030  -0.002
H: -0.279 -0.601 2.006  -0.018
H: 1.643 0.597 -0.129  -0.006
C: -2.325 -0.348 -0.409  0.007
H: -3.337 0.869 1.249  -0.031
H: 0.358 -1.472 -0.842  0.118
H: -1.625 -0.979 -2.299  -0.003
C: -2.322 0.840 0.761  0.000
H: -1.521 0.721 -2.264  0.004
H: 6.050 -0.282 -0.101  0.006
H: -3.308 -0.545 -0.931  -0.002
C: 0.189 -0.346 -1.245  0.027
H: 0.817 -0.234 -2.148  0.035

<two>
Here is a 2-piece molecular cluster, C4H15N2O2 overall from OMol25. Energies are from ωB97M-V with the def2-TZVPD basis set.

Its charge is +2. The spin multiplicity is 2. The calculation puts the gap between HOMO and LUMO (alpha / beta) at 12.613 / 6.850 eV.

Last column: Mulliken spin population.
Element x y z (Å)
H: -0.917 2.285 -1.653  -0.008
H: -2.125 -0.690 1.497  0.017
C: -0.736 1.711 0.441  0.128
H: 0.003 3.456 -0.810  0.009
H: -2.498 0.796 -0.053  0.000
C: -0.967 -1.816 -0.102  0.008
N: -1.495 0.553 -0.065  0.405
H: 3.756 -1.261 0.976  0.000
H: 0.294 -0.677 -1.222  0.001
N: 0.420 -1.557 -0.695  0.008
H: 0.677 -2.198 -1.453  0.001
C: -0.117 2.386 -0.934  0.187
O: 1.079 1.677 -1.040  0.193
H: 0.081 1.546 1.133  -0.003
H: -1.454 2.497 0.765  0.051
H: -1.183 -2.836 0.225  -0.001
H: 2.539 -2.024 1.565  0.000
H: 1.746 2.144 -0.511  -0.006
H: -0.324 -0.584 1.388  0.000
H: 1.188 -1.429 -0.017  0.000
C: -1.289 -0.598 0.824  0.009
H: -1.607 -1.683 -1.004  0.000
O: 2.929 -1.701 0.745  0.000

Which structure is most stable, and how do the rest compare? From most to least stable: <two>, <one>.

<one>
Here is a 2-piece molecular cluster, C2H8NSe overall from OMol25. Energies are from ωB97M-V with the def2-TZVPD basis set.

Its charge is +1. The spin multiplicity is 1. The calculation puts the gap between HOMO and LUMO (alpha / beta) at 8.585 / 8.046 eV.

Last column: Mulliken charge in e.
Element x y z (Å)
H: -1.483 1.302 -1.038  0.372
C: -0.506 1.204 -0.611  -1.297
N: -0.342 -0.736 1.021  -0.223
H: 0.096 0.038 1.557  0.395
H: 2.221 -0.339 -0.645  0.086
H: -0.796 -2.343 -1.214  0.121
H: 0.156 1.794 -1.219  0.358
H: 0.324 -1.519 0.984  0.444
C: -0.161 -0.192 -0.406  -0.092
Se: -0.360 -1.177 -2.035  0.113
H: -0.511 1.809 0.224  0.453
H: -1.186 -0.966 1.429  0.270

<two>
Here is a 2-piece molecular cluster, C2H8NSe overall from OMol25. Energies are from ωB97M-V with the def2-TZVPD basis set.

Its charge is +1. The spin multiplicity is 1. The calculation puts the gap between HOMO and LUMO at 8.618 eV.

Last column: Mulliken charge in e.
Element x y z (Å)
Se: -1.141 1.885 -0.074  0.164
H: -0.755 -0.839 1.352  0.280
H: 1.287 1.317 0.467  0.381
H: 0.979 -0.910 1.246  0.317
C: 0.295 0.880 0.531  -0.110
H: 0.855 -1.081 -2.191  0.269
H: -0.321 -1.253 -1.216  0.275
H: 0.567 0.140 2.483  0.349
H: -0.286 -0.019 -2.194  0.268
H: -1.955 0.596 -0.366  0.157
C: 0.156 -0.184 1.514  -0.679
N: 0.318 -0.533 -1.551  -0.672

Which structure is most stable, and how do the rest compare? From most to least stable: <two>, <one>.